No. 1
Density functional theory data (the ωB97M-V functional and the def2-TZVPD basis) for C4H10S2 in the gas phase at a distorted geometry.

XYZ file:
```
16
Properties=species:S:1:pos:R:3:forces:R:3
C -1.504621 -2.253483 -2.787192 0.575 2.612 -0.610
C -1.002294 -1.704273 -1.430135 -5.423 -4.415 2.967
S 0.255346 -0.675409 -1.392776 4.727 4.587 -0.079
S 1.349177 0.556127 0.573387 2.647 -5.716 -4.088
C 0.771995 1.714764 1.523154 -3.988 5.457 2.966
C 1.638697 2.223112 2.705651 1.989 -0.198 0.266
H -2.322104 -2.936335 -2.689694 -0.382 -0.336 0.376
H -1.809460 -1.388962 -3.425084 0.022 -0.670 0.351
H -0.687900 -2.709519 -3.290700 0.646 -0.657 -0.528
H -1.929834 -1.256311 -0.921781 1.128 -0.575 -0.590
H -0.764626 -2.654177 -0.843818 -0.405 1.035 -0.386
H -0.177114 1.414633 1.982828 -0.052 0.027 0.060
H 0.536906 2.651589 0.973861 -0.049 -0.382 0.066
H 1.119001 3.039938 3.297612 0.577 -0.885 -1.093
H 1.852160 1.397281 3.425361 -0.106 0.526 -0.541
H 2.674672 2.581025 2.299325 -1.908 -0.410 0.862
```
Forces are in eV/Å.

The SMILES is CCSSCC. The net charge is 0. Its orbital gap is 6.63 eV. Its LUMO energy is -1.68 eV. The calculation puts the HOMO energy at -8.307 eV.

Mulliken atomic charge list, values in e, 6 entries: -1.1288, -0.1563, -0.2330, -0.2350, -0.1928, -1.0055

***

No. 2
Density functional theory data (the ωB97M-V functional and the def2-TZVPD basis) for a gas-phase ion, C7H11IN (charge +1) at a distorted geometry.

XYZ file:
```
20
Properties=species:S:1:pos:R:3:forces:R:3
C -0.683266 2.946606 0.003406 0.276 -0.285 0.141
C 0.639765 3.397530 0.110089 -0.661 3.599 0.310
C -0.940181 1.510107 -0.010927 1.898 1.634 0.561
C 1.787781 3.003866 -0.421543 1.706 -1.055 0.258
C 0.041572 0.548801 0.049497 0.568 3.530 0.657
C 0.267435 -1.300215 -1.253533 -3.972 -2.541 1.496
C 0.480409 -1.663072 1.114922 -1.073 0.795 -1.280
N -0.273457 -0.837761 0.100581 6.503 0.625 -2.408
I 3.693761 3.078251 0.424325 -0.799 0.123 -0.409
H -1.460558 3.764220 0.073930 0.629 -1.661 0.018
H 0.733611 4.521685 0.484432 -0.144 -2.100 -0.479
H -1.971560 1.390484 0.112918 -1.497 -1.328 -0.089
H 1.166823 0.842105 -0.032337 -2.197 -0.866 0.309
H -0.251356 -2.246928 -1.387613 0.825 -0.643 -0.195
H -0.141251 -0.731798 -1.986750 -1.114 2.171 -2.039
H 1.279268 -1.304001 -1.337360 2.865 -0.178 0.396
H 1.540919 -1.505884 0.978993 0.209 -0.654 -0.712
H 0.316840 -1.137001 1.998481 -0.856 -0.096 2.132
H 0.010324 -2.626325 0.914876 0.886 -0.344 1.029
H -1.206634 -0.963761 0.126743 -4.051 -0.723 0.305
```
Forces are in eV/Å.

The net charge is +1. Its orbital gap (spin up / spin down) is 7.00 / 6.70 eV. Its LUMO energy (spin up / spin down) is -4.31 / -4.85 eV. The calculation puts the HOMO energy (spin up / spin down) at -11.309 / -11.551 eV.

Mulliken atomic charge list, values in e, 6 entries: -0.5228, -0.0067, -0.0390, -0.4142, -0.1814, -1.0913

***

No. 3
Density functional theory data (the ωB97M-V functional and the def2-TZVPD basis) for C3H7NO2 in the gas phase.

XYZ file:
```
13
Properties=species:S:1:pos:R:3:forces:R:3
C -1.243959 -1.572001 0.624531 -0.153 -0.282 0.057
O -0.673347 -0.287179 0.557691 0.014 0.086 0.016
C 0.142529 -0.149419 -0.581344 0.086 -0.005 -0.225
C 0.579241 1.308136 -0.690821 0.006 0.083 -0.135
N 1.428835 1.724421 0.291451 -0.099 0.096 -0.025
O 0.220278 2.021253 -1.607746 0.168 -0.210 0.240
H -0.482196 -2.339305 0.835088 -0.113 0.119 -0.032
H -1.748029 -1.832311 -0.318890 0.066 0.062 0.157
H -1.983297 -1.562787 1.428302 0.143 -0.019 -0.086
H -0.406305 -0.394627 -1.499483 0.036 0.057 0.128
H 1.019470 -0.815457 -0.508144 -0.072 0.122 -0.040
H 1.623505 2.714682 0.332579 -0.031 -0.165 0.037
H 1.523277 1.184595 1.136787 -0.051 0.056 -0.093
```
Forces are in eV/Å.

The SMILES is COCC(N)=O. The net charge is 0. Its orbital gap is 10.72 eV. Its LUMO energy is 0.89 eV. The calculation puts the HOMO energy at -9.832 eV.

Mulliken atomic charge list, values in e, 6 entries: -0.6730, -0.3161, -0.4762, 0.4784, -0.4078, -0.5987

***

The records above give, respectively, relative energy (zero: lowest compared OMol25 entry of this formula, charge and spin) values of 3.708, 5.088, 1.110 eV.
The records above give, respectively, DFT total energy values of -25977.277, -17015.165, -8809.419 eV.